[1]
Here is a 2-piece molecular cluster, C10H15NO overall at a distorted geometry from the Open Molecules 2025 dataset. Energies are from the ωB97M-V functional and the def2-TZVPD basis.

The geometry in XYZ format:
```
27
Properties=species:S:1:pos:R:3:nbo_charge:R:1
C 2.899 -1.449 1.257 -0.4997
C 1.865 -0.440 1.784 -0.5962
C 2.731 -1.727 -0.215 0.6716
O 3.493 -1.252 -1.034 -0.6054
N 1.815 -2.679 -0.606 -0.8337
H 3.939 -1.170 1.391 0.2345
H 2.828 -2.358 1.858 0.2144
H 0.901 -0.930 1.859 0.2004
H 1.801 -2.788 -1.611 0.3995
H 0.944 -2.766 -0.110 0.3859
H 1.735 0.395 1.106 0.2092
H 2.168 -0.224 2.807 0.2224
C -0.467 3.039 -0.434 -0.6323
C -2.795 2.114 -0.177 -0.2183
C -1.413 1.881 -0.178 0.0040
C -3.679 1.062 -0.164 -0.2019
C -3.199 -0.232 -0.342 -0.2264
C -0.971 0.582 -0.100 -0.2256
C -1.858 -0.497 -0.241 -0.2019
H -3.118 3.148 -0.192 0.2087
H -4.737 1.206 0.016 0.2141
H -0.412 3.643 0.469 0.2173
H -0.914 3.695 -1.180 0.2220
H -3.883 -1.030 -0.600 0.2112
H 0.076 0.418 0.108 0.2027
H -1.489 -1.504 -0.389 0.2029
H 0.515 2.661 -0.688 0.2206
```

## Properties
Lowest unoccupied orbital energy, eV: 0.76
SMILES string: Cc1ccccc1.CCC(N)=O
Gap between HOMO and LUMO, eV: 9.860
Max |F|, eV/A: 1.3
Charge: 0



[2]
Here is a 3-piece molecular cluster, C15H28O8S overall from the Open Molecules 2025 dataset. Energies are from the ωB97M-V functional and the def2-TZVPD basis.

The geometry in XYZ format:
```
52
Properties=species:S:1:pos:R:3:nbo_charge:R:1
C 2.008 -0.475 1.790 -0.6191
C 1.547 0.555 2.816 -0.5301
S 1.090 -0.221 4.391 0.2168
C -0.728 -0.102 4.448 -0.5668
C -1.395 -0.282 3.134 -0.1447
C -1.793 0.617 2.235 0.2285
O -1.751 1.956 2.309 -0.6547
C -2.453 -0.092 1.095 0.7287
O -2.918 0.363 0.102 -0.5121
O -2.434 -1.436 1.374 -0.4910
C -1.789 -1.613 2.599 0.7641
O -1.617 -2.688 3.063 -0.4923
H 1.228 -1.221 1.626 0.2081
H 2.270 0.004 0.844 0.2039
H 2.882 -1.005 2.171 0.2293
H 0.723 1.159 2.439 0.2054
H 2.360 1.242 3.059 0.2235
H -1.059 0.828 4.910 0.2371
H -1.027 -0.931 5.093 0.2598
H -1.331 2.332 1.525 0.5035
C 6.497 -1.096 2.088 -0.2542
O 5.493 -1.225 1.097 -0.5539
C 5.535 -0.207 0.113 -0.0866
C 6.191 -0.680 -1.166 -0.0878
O 7.562 -0.981 -0.979 -0.5503
C 7.830 -2.365 -0.853 -0.2535
H 6.510 -2.023 2.658 0.1929
H 7.482 -0.934 1.644 0.1809
H 6.271 -0.267 2.768 0.1660
H 6.060 0.675 0.496 0.1744
H 4.503 0.084 -0.108 0.1791
H 6.125 0.117 -1.912 0.1842
H 5.656 -1.553 -1.555 0.1743
H 7.712 -2.875 -1.814 0.1677
H 7.176 -2.837 -0.116 0.1779
H 8.864 -2.464 -0.528 0.1913
C -5.925 0.967 -1.369 -0.2572
O -6.720 0.270 -2.312 -0.5517
C -7.603 1.101 -3.041 -0.0869
C -7.074 1.414 -4.424 -0.0873
O -5.890 2.193 -4.379 -0.5516
C -4.707 1.439 -4.564 -0.2533
H -5.154 0.285 -1.021 0.2058
H -5.449 1.844 -1.816 0.1757
H -6.531 1.289 -0.514 0.1619
H -7.792 2.033 -2.497 0.1717
H -8.554 0.569 -3.141 0.1822
H -7.827 1.990 -4.971 0.1824
H -6.897 0.482 -4.971 0.1724
H -4.612 1.111 -5.605 0.1648
H -4.678 0.565 -3.910 0.1818
H -3.869 2.091 -4.323 0.1888
```

## Properties
Lowest unoccupied orbital energy, eV: -0.86
SMILES string: CCSCC1=C(O)C(=O)OC1=O.COCCOC.COCCOC
Gap between HOMO and LUMO, eV: 8.177
Max |F|, eV/A: 0.4
Charge: 0



[3]
Here is C3H8N4 as an isolated structure at a distorted geometry from the Open Molecules 2025 dataset. Energies are from the ωB97M-V functional and the def2-TZVPD basis.

The geometry in XYZ format:
```
15
Properties=species:S:1:pos:R:3:nbo_charge:R:1
C -0.999 -0.717 0.409 0.5212
C 1.132 -0.314 -0.593 -0.2523
C 0.870 1.259 -0.557 -0.2654
H -2.706 -0.785 1.055 0.3407
H 0.336 -2.251 -0.521 0.4047
H 1.566 -0.792 -1.532 0.2040
H 1.721 -0.723 0.148 0.1779
H 0.363 1.298 -1.578 0.2159
H 1.785 1.828 -0.461 0.2136
H 0.513 0.596 1.213 0.3088
H -1.716 0.855 1.032 0.3614
N -1.805 -1.372 1.121 -0.7305
N -0.014 -1.150 -0.417 -0.6001
N 0.076 1.601 0.526 -0.3598
N -1.123 0.665 0.157 -0.5402
```

## Properties
Lowest unoccupied orbital energy, eV: 0.56
Gap between HOMO and LUMO, eV: 9.653
Max |F|, eV/A: 7.8
Charge: 0



[4]
Here is C25H20F4N7S2Ti as an isolated structure from the Open Molecules 2025 dataset. Energies are from the ωB97M-V functional and the def2-TZVPD basis.

The geometry in XYZ format:
```
59
Properties=species:S:1:pos:R:3:nbo_charge:R:1
Ti 0.172 -0.115 -0.028 1.7570
C -0.929 -2.364 2.023 -0.4067
N -0.661 -0.919 1.930 -0.4971
C -1.905 -0.195 2.258 -0.4161
C 0.415 -0.546 2.878 -0.2306
C 0.895 0.908 2.659 -0.2312
N 0.597 1.328 1.282 -0.8366
C 0.148 2.627 1.055 0.0588
C -0.852 2.792 0.100 0.2499
F -1.343 1.642 -0.486 -0.3180
C -1.396 4.008 -0.240 0.3672
F -2.352 4.052 -1.167 -0.2895
C -0.961 5.157 0.397 -0.3507
C 0.016 5.019 1.363 0.3597
F 0.477 6.095 1.997 -0.2874
C 0.569 3.788 1.695 0.3160
F 1.545 3.737 2.608 -0.3013
H -1.245 -2.632 3.035 0.2028
H -0.026 -2.919 1.771 0.2190
H -1.720 -2.626 1.320 0.2174
H -2.283 -0.509 3.237 0.2054
H -2.664 -0.415 1.506 0.2160
H -1.720 0.877 2.277 0.2192
H 1.227 -1.260 2.736 0.2146
H 0.051 -0.662 3.906 0.2087
H 1.964 0.965 2.878 0.2109
H 0.399 1.570 3.372 0.2055
H -1.370 6.125 0.149 0.2654
S 0.831 -7.075 -2.641 0.9625
N -0.379 -6.021 -2.807 -0.5843
C -0.004 -4.920 -2.173 0.1061
C -0.803 -3.702 -2.068 -0.0674
C -2.054 -3.583 -2.611 -0.1268
C -2.770 -2.385 -2.430 -0.2632
C -2.192 -1.382 -1.705 0.0484
N -0.958 -1.469 -1.150 -0.6652
C -0.236 -2.629 -1.329 0.1326
C 1.074 -2.710 -0.763 0.1814
N 1.557 -1.608 -0.085 -0.6857
C 2.803 -1.690 0.471 0.0362
C 3.576 -2.808 0.420 -0.2548
C 3.079 -3.960 -0.240 -0.1461
C 1.843 -3.903 -0.821 -0.0738
C 1.259 -5.024 -1.559 0.1151
N 1.838 -6.202 -1.733 -0.5841
H -2.479 -4.409 -3.166 0.2473
H -3.758 -2.244 -2.842 0.2408
H -2.708 -0.444 -1.538 0.2137
H 3.145 -0.790 0.968 0.2119
H 4.552 -2.802 0.881 0.2394
H 3.662 -4.868 -0.295 0.2461
S 2.720 2.302 -3.109 0.5557
C 1.629 1.310 -3.965 -0.4316
C 0.847 0.624 -3.098 -0.0356
N 1.110 0.882 -1.769 -0.5565
C 2.086 1.755 -1.652 -0.1453
H 1.610 1.276 -5.041 0.2684
H 0.068 -0.078 -3.349 0.2346
H 2.437 2.092 -0.687 0.2520
```

## Properties
Lowest unoccupied orbital energy (alpha / beta), eV: -3.07 / -3.42
Gap between HOMO and LUMO (alpha / beta), eV: 5.555 / 7.707
Max |F|, eV/A: 0.7
2S+1: 3
Charge: +1